No. 1
DFT (ωB97M-V/def2-TZVPD) results for a structure of composition C9H16Ag3BBr8F4O3 in a non-equilibrium geometry.

```
44
Properties=species:S:1:pos:R:3:forces:R:3
Ag 0.1141 4.6402 -1.7933 -0.402 -0.267 -0.809
Ag -0.7836 1.0995 -3.3349 0.288 0.817 -0.644
Ag 2.2416 2.3695 -3.0538 -0.077 0.667 -1.560
Br 1.7158 -0.5468 5.6632 -0.051 -0.021 -0.188
Br -4.4655 -1.3025 2.6110 0.271 0.059 -0.172
Br -2.3235 -2.0988 -1.4310 0.085 0.042 0.081
Br -3.7641 3.3925 2.6537 0.043 -0.163 0.178
Br -1.9779 3.9465 -0.2282 -0.091 -0.016 0.340
Br 1.1147 -3.3935 -2.3163 0.255 -0.092 -0.127
Br -0.7640 -2.5785 4.1115 -0.029 0.207 -0.345
Br 3.7445 -3.7643 0.0944 0.149 0.212 -0.048
F 0.5488 2.1558 -1.2074 -0.162 0.062 0.441
F 1.4011 0.3806 -2.3233 0.252 -0.530 0.290
F 0.6212 0.0491 -0.2139 -0.043 0.540 -0.029
F 2.5421 1.2772 -0.4870 -0.086 0.115 -0.501
O -0.4664 3.5454 -3.6614 -0.681 0.379 1.239
O 0.4021 4.3550 -5.5903 -0.476 -0.356 0.450
O 0.7433 2.2343 -4.9348 0.426 -0.859 0.410
C 0.9343 -2.0157 3.2970 -0.554 -0.400 0.342
C -4.0178 -1.8051 0.7738 0.281 -0.634 0.375
C 2.9926 -2.9095 -2.5222 0.008 0.750 -0.036
C 1.3437 -0.6531 3.7533 0.473 0.342 0.074
C -2.4758 2.1185 1.9460 -0.878 0.009 -0.285
C 3.5147 -2.3171 -1.2274 -0.782 -1.382 0.234
C -2.5312 -1.7921 0.4929 0.182 0.553 -0.052
C -1.3444 2.8099 1.2463 0.537 -0.563 -0.222
C 0.2080 3.4336 -4.8043 1.187 0.490 -0.278
B 1.2951 0.9680 -1.0165 -0.142 -1.384 1.009
H 0.8209 -2.0327 2.2158 -0.115 -0.033 -0.020
H 2.7002 -1.7425 -0.8013 0.445 0.614 0.077
H -4.3079 -2.8489 0.6854 -0.471 0.163 -0.102
H -1.9959 -2.5765 1.0169 -0.115 -0.171 -0.047
H 2.2672 -0.3609 3.2566 0.086 -0.121 0.015
H -4.6118 -1.1663 0.1351 0.096 0.046 -0.136
H 1.5840 -2.8172 3.6184 0.463 0.157 -0.101
H -2.0054 -0.8616 0.6951 -0.237 0.119 -0.016
H 3.0026 -2.1089 -3.2618 -0.063 -0.117 -0.128
H -0.7394 2.0561 0.7460 0.067 0.035 0.014
H 3.5505 -3.7585 -2.8969 -0.030 -0.137 0.103
H 0.6160 0.1187 3.5285 -0.250 -0.109 0.065
H 4.4791 -1.8371 -1.3176 -0.045 0.250 -0.034
H -2.2000 1.4458 2.7543 0.469 0.317 0.153
H -3.0281 1.4831 1.2538 -0.056 0.207 -0.116
H -0.6956 3.4088 1.8748 -0.230 0.205 0.107
```
Positions in Å, forces in eV/Å.

Computed properties:
relative energy (zero: lowest compared OMol25 entry of this formula, charge and spin)	1.063	eV
E_HOMO	-8.24	eV
E_LUMO	-1.94	eV
DFT total energy	-599623.7276	eV
largest force on an atom	1.7	eV/Å

No. 2
DFT (ωB97M-V/def2-TZVPD) results for a structure of composition C9H16BaBrO4P in a non-equilibrium geometry.

```
32
Properties=species:S:1:pos:R:3:forces:R:3
Ba 3.4162 -0.8578 0.5710 2.348 0.152 1.024
Br -0.2364 -3.0809 -0.5400 -0.057 -0.384 0.047
P -2.2243 0.4849 2.1611 -1.053 0.076 0.473
O -1.9325 -2.1291 1.8662 -0.141 1.554 -1.362
O -2.3016 -1.1918 -0.1877 0.203 0.021 0.588
O 1.9553 1.2870 -3.8814 0.481 0.115 0.803
O 3.3493 0.8392 -2.1898 -0.344 -0.196 -0.217
C 1.6474 -0.7101 -2.4686 -0.189 -0.005 0.634
C -1.1340 -1.3506 -0.8980 -0.186 0.116 0.091
C -0.4736 0.9726 2.5276 0.464 -0.569 -0.461
C -0.1585 -0.1916 -0.6996 0.311 -0.539 -0.091
C 1.2724 -0.5599 -0.9902 0.169 1.053 -0.117
C -2.1000 -1.1183 1.2164 0.367 -1.173 1.149
C 2.3558 0.5574 -2.8463 0.983 0.522 -0.063
C -2.7572 1.7999 1.0016 0.520 -0.321 0.305
C 0.5065 -0.1900 2.7750 0.243 0.572 -0.388
H 2.4215 -1.4599 -2.5527 0.083 -0.470 -0.430
H 1.0090 1.4655 -3.8237 -0.315 -0.246 -0.549
H -0.4450 0.6044 -1.3740 -0.192 0.301 -0.216
H -1.4097 -1.4200 -1.9329 -0.196 -0.226 -0.398
H -0.0766 1.6313 1.7587 -0.092 0.126 -0.283
H 0.2225 -1.1205 2.3042 -0.226 -0.391 0.074
H -0.5102 1.5809 3.4153 -0.173 0.233 0.381
H 1.8837 0.3093 -0.6496 -0.698 0.024 -0.238
H 1.4894 0.0977 2.3579 0.211 0.193 0.002
H 1.6085 -1.4291 -0.3957 -1.739 -0.176 -0.884
H 0.6904 -0.3262 3.8242 -0.038 -0.381 0.445
H -0.2082 0.2275 0.2901 -0.243 -0.073 0.388
H -3.0742 2.6154 1.6343 -0.120 0.338 0.202
H -1.9675 2.1707 0.3599 0.082 0.017 -0.361
H -3.6253 1.4811 0.4482 -0.225 -0.155 -0.299
H 0.8069 -0.9891 -3.0815 -0.237 -0.107 -0.251
```
Positions in Å, forces in eV/Å.

Computed properties:
E_HOMO	-14.42	eV
charge	+2
E_LUMO	-8.20	eV
DFT total energy	-97790.0899	eV
largest force on an atom	2.6	eV/Å

No. 3
DFT (ωB97M-V/def2-TZVPD) results for a structure of composition C9H16CrN2PS in a non-equilibrium geometry.

```
30
Properties=species:S:1:pos:R:3:forces:R:3
Cr -0.9782 1.2476 -0.6046 0.357 2.289 0.076
S 0.9757 1.1313 0.6442 0.311 -0.254 0.306
P -1.5223 -0.6905 -1.5278 -0.116 0.588 0.195
N 0.5227 -1.1687 1.9189 0.164 0.029 -0.170
N 2.2099 -1.2051 0.3350 -0.476 -0.238 -0.024
C -1.0571 3.8012 -0.1263 -0.336 -1.084 0.048
C -0.3965 3.8114 -1.3948 -0.314 -0.150 -0.072
C -2.2895 3.0615 -0.2609 0.066 0.830 -1.069
C 1.4098 -3.3239 1.2592 -0.234 -0.254 -0.242
C -1.2367 3.1928 -2.3590 -0.080 -0.734 0.561
C 1.2449 -0.5402 0.9779 0.501 -0.012 0.469
C -2.4026 2.6729 -1.6724 -0.128 0.592 0.448
C 0.8712 -2.5013 2.4090 -0.065 0.476 0.054
C 2.5469 -2.6168 0.5525 0.116 0.481 -0.095
H -1.0092 3.0422 -3.4346 -0.148 0.138 0.959
H -2.4689 -1.4033 -0.7382 0.287 -0.335 -0.430
H 3.4570 -2.6630 1.1607 0.025 -0.071 0.049
H 2.7564 -3.0656 -0.4278 -0.074 0.028 0.219
H -0.5413 -1.6515 -1.8853 -0.504 -0.546 -0.150
H -3.0956 3.0256 0.4903 0.591 -0.161 -0.510
H 0.6042 -3.5317 0.5435 0.075 0.104 0.127
H 0.6067 4.2244 -1.5813 -0.653 -0.247 0.088
H -0.0387 -2.9355 2.8322 0.088 -0.109 -0.042
H 1.6273 -2.4165 3.2049 -0.057 -0.057 -0.095
H 1.7626 -4.2873 1.6361 0.077 -0.091 0.038
H -0.0704 -0.5607 2.4795 0.142 -0.269 -0.322
H -2.2341 -0.5299 -2.7560 0.155 -0.569 0.000
H 2.7420 -0.6564 -0.3299 -0.152 -0.131 0.039
H -3.3095 2.2813 -2.1567 0.574 0.221 0.296
H -0.6867 4.2558 0.8117 -0.189 -0.463 -0.750
```
Positions in Å, forces in eV/Å.

Computed properties:
E_HOMO (spin up / spin down)	0.47 / -2.17	eV
charge	-1
2S+1	5
E_LUMO (spin up / spin down)	3.02 / 3.04	eV
DFT total energy	-61115.1574	eV
largest force on an atom	2.3	eV/Å
⟨S²⟩	6.0896

No. 4
DFT (ωB97M-V/def2-TZVPD) results for a structure of composition C9H16InN2OSTe.

```
31
Properties=species:S:1:pos:R:3:forces:R:3
Te -1.9727 2.3823 -0.9663 0.302 -0.161 0.125
In -0.2093 0.7464 -0.1127 -0.534 0.420 -0.223
S -2.0841 -1.5679 -1.2409 0.156 0.124 0.272
O -0.6334 -1.3161 -0.7288 -0.151 -0.219 -0.085
N 0.3559 -0.1282 1.9364 -0.063 0.081 0.181
N 1.9656 0.1421 -0.3558 0.185 -0.102 -0.145
C 1.6441 -0.8452 1.8331 -0.026 -0.013 0.006
C -2.2774 -3.3186 -1.1304 0.033 -0.082 -0.078
C -1.1985 -4.1748 -1.3147 -0.068 -0.035 0.023
C -3.7697 -5.1636 -0.8578 -0.003 0.012 -0.001
C -1.4214 -5.5401 -1.2650 -0.002 0.000 -0.002
C -1.9565 -1.3664 -3.0005 0.036 -0.026 -0.113
C -2.7048 -6.0312 -1.0439 0.020 0.017 -0.002
C -3.5592 -3.7915 -0.8930 0.003 -0.034 0.020
C 2.5862 -0.0198 0.9784 0.024 0.005 -0.019
H -2.9348 -1.5961 -3.4224 0.013 -0.009 -0.027
H 2.0814 -1.0464 2.8104 0.006 0.032 0.007
H -0.3886 -0.7420 2.2535 0.017 -0.024 -0.014
H -4.3799 -3.1021 -0.7369 0.002 0.004 0.004
H -0.5965 -6.2254 -1.4049 0.000 -0.005 0.006
H -2.8720 -7.0993 -1.0131 0.006 -0.005 0.004
H 2.7173 0.9729 1.4125 0.031 0.007 -0.015
H 0.4104 0.6309 2.6117 0.026 -0.058 0.049
H 1.4490 -1.8019 1.3458 -0.007 -0.016 0.033
H -4.7630 -5.5506 -0.6776 -0.002 0.000 -0.001
H -1.7086 -0.3209 -3.1812 -0.028 0.007 0.007
H 1.9287 -0.7571 -0.8337 0.035 0.024 -0.015
H -1.1970 -2.0466 -3.3833 0.001 0.036 -0.025
H 2.5005 0.7671 -0.9519 0.000 0.051 0.068
H 3.5674 -0.4896 0.9180 -0.018 -0.036 -0.019
H -0.2069 -3.7757 -1.4797 0.006 0.004 -0.020
```
Positions in Å, forces in eV/Å.

Computed properties:
relative energy (zero: lowest compared OMol25 entry of this formula, charge and spin)	0.009	eV
E_HOMO	-10.05	eV
charge	+1
E_LUMO	-3.05	eV
DFT total energy	-37917.2824	eV
largest force on an atom	0.7	eV/Å

No. 5
DFT (ωB97M-V/def2-TZVPD) results for a structure of composition C9H16InN2OSTe.

```
31
Properties=species:S:1:pos:R:3:forces:R:3
Te 0.7157 3.0425 -1.0313 -0.019 0.084 -0.053
In 1.2598 0.7255 -0.2083 -0.080 0.045 0.065
S -1.2507 -1.2457 0.6205 -0.117 -0.026 -0.118
O 0.1715 -1.1440 0.0140 0.165 -0.024 0.075
N 3.2390 -0.4083 -0.6408 -0.004 0.029 0.007
N 2.2174 0.4237 1.9075 0.015 -0.177 -0.075
C -3.7082 1.8310 -0.0246 0.002 0.003 -0.009
C -2.9242 1.1006 -2.1891 0.010 -0.014 -0.001
C -1.8526 -2.7623 -0.1033 0.027 0.062 0.015
C 3.9067 -0.7787 0.6298 -0.021 0.008 -0.032
C -2.9723 0.8259 0.5849 0.016 0.003 0.004
C -2.2327 -0.0373 -0.2120 0.006 -0.036 0.076
C 3.6712 0.3116 1.6617 0.014 0.002 -0.022
C -2.1951 0.0880 -1.5962 -0.007 -0.004 -0.029
C -3.6790 1.9658 -1.4038 -0.007 0.005 0.008
H 1.9996 1.2048 2.5187 0.017 0.046 -0.055
H -2.9654 0.7206 1.6626 -0.002 -0.003 0.000
H -2.8750 -2.9097 0.2422 -0.003 0.011 0.001
H -1.2121 -3.5658 0.2538 -0.011 -0.008 0.005
H 4.9741 -0.9433 0.4842 0.005 0.021 0.022
H -4.2882 2.5153 0.5785 -0.001 0.001 0.000
H 3.7899 0.2871 -1.1407 0.017 -0.030 -0.008
H -2.8948 1.2280 -3.2621 0.001 -0.001 -0.002
H 3.4668 -1.7166 0.9730 0.022 -0.008 -0.003
H 4.2279 0.0976 2.5742 -0.008 -0.031 -0.006
H 3.1592 -1.2090 -1.2602 -0.045 -0.010 0.028
H -1.8177 -2.6848 -1.1875 0.017 -0.006 -0.003
H -1.5826 -0.5721 -2.1978 -0.004 0.001 -0.005
H -4.2405 2.7606 -1.8759 -0.001 0.001 0.000
H 1.8753 -0.4232 2.3538 -0.015 0.048 0.075
H 4.0170 1.2724 1.2740 0.012 0.009 0.042
```
Positions in Å, forces in eV/Å.

Computed properties:
relative energy (zero: lowest compared OMol25 entry of this formula, charge and spin)	0.024	eV
E_HOMO	-9.97	eV
charge	+1
E_LUMO	-3.03	eV
DFT total energy	-37917.2673	eV
largest force on an atom	0.2	eV/Å

No. 6
DFT (ωB97M-V/def2-TZVPD) results for a structure of composition C9H16MnNO4S.

```
32
Properties=species:S:1:pos:R:3:forces:R:3
Mn -0.2607 0.3379 -0.2173 -0.004 -0.140 -0.350
S 2.8613 -5.2984 0.4747 0.009 -0.008 -0.003
O 1.3130 -0.6886 -0.1779 0.012 0.073 0.111
O 0.7485 1.9185 -0.4880 -0.002 0.016 0.038
O -1.2382 -1.2094 0.3696 0.010 0.026 0.064
O -1.7381 1.3690 -0.0854 -0.005 -0.022 -0.062
N 1.4453 -3.0275 -0.2970 0.000 0.022 -0.002
C -0.1729 2.8591 -1.1651 0.002 0.022 0.038
C 2.0225 1.4712 -1.0505 0.019 0.015 0.052
C -1.5133 2.8003 -0.4060 0.011 0.024 0.020
C 2.1044 -4.0786 0.0694 0.032 0.025 -0.022
C -0.2847 -1.9129 1.2173 -0.018 0.013 -0.016
C -2.4589 -0.6367 1.0197 -0.009 0.017 0.019
C 2.4839 0.2739 -0.2084 -0.017 -0.009 0.019
C 1.1555 -1.8873 0.5953 0.020 -0.016 -0.009
C -2.9476 0.5746 0.2099 0.022 0.022 0.083
H -0.6069 -2.9443 1.3645 -0.002 -0.004 -0.014
H -3.4051 0.3059 -0.7401 0.005 0.000 -0.006
H -3.6435 1.1539 0.8166 -0.005 -0.004 -0.003
H -2.3190 3.1698 -1.0385 0.000 -0.002 0.001
H 2.7718 2.2604 -0.9687 -0.004 0.007 -0.005
H 3.3359 -0.2203 -0.6706 0.000 0.011 -0.011
H -2.1768 -0.3380 2.0304 0.000 -0.008 -0.001
H 1.8828 1.2043 -2.1002 0.000 -0.002 0.004
H -0.2344 -1.4111 2.1864 -0.007 -0.013 0.004
H -0.2812 2.5442 -2.2039 0.005 -0.004 0.003
H -3.2298 -1.4050 1.0535 -0.001 -0.001 -0.005
H 1.8822 -1.9203 1.4090 -0.027 -0.009 0.021
H 1.0650 -3.0179 -1.2433 -0.059 -0.042 0.020
H 2.6914 0.5479 0.8246 0.012 -0.005 0.002
H 0.2357 3.8679 -1.1191 0.003 0.001 0.005
H -1.4879 3.3377 0.5391 -0.004 -0.006 0.005
```
Positions in Å, forces in eV/Å.

Computed properties:
E_HOMO (spin up / spin down)	-20.58 / -20.11	eV
charge	+3
2S+1	2
E_LUMO (spin up / spin down)	-11.39 / -11.39	eV
DFT total energy	-61394.5580	eV
largest force on an atom	0.4	eV/Å
⟨S²⟩	0.7650

No. 7
DFT (ωB97M-V/def2-TZVPD) results for the ion C9H16N with charge +1 in a non-equilibrium geometry.

```
26
Properties=species:S:1:pos:R:3:forces:R:3
N 1.2193 0.0709 1.4912 0.364 -1.659 0.566
C 0.4483 -1.1950 1.4401 0.632 -1.962 3.164
C -0.2824 0.5253 -2.4382 -0.010 0.916 -4.357
C 0.9815 2.4078 0.5894 -0.353 -0.373 0.982
C -0.9770 -1.0434 1.1110 0.439 4.838 -1.908
C -1.1677 -0.7983 -0.4403 -0.083 0.993 1.398
C 2.3588 0.1905 0.5203 -0.039 3.244 0.736
C -2.4165 -1.4213 -0.9783 -0.579 1.785 -1.879
C -0.3970 0.0006 -1.1316 1.942 1.171 3.537
C 1.0715 0.9571 0.3265 -1.385 -1.885 -1.600
H -0.0117 2.8296 0.5152 -0.275 -0.006 -0.982
H 1.0891 2.5684 1.6920 1.142 0.259 -0.825
H 0.4278 -1.6262 2.5193 0.518 0.744 -1.601
H 0.9628 -1.9674 0.8420 -0.202 0.672 0.027
H 1.7125 2.7801 -0.1219 -0.057 1.193 0.535
H -1.4902 -0.2758 1.8385 0.666 -1.436 -1.703
H -1.1195 0.1364 -3.0940 0.859 -0.639 0.726
H -2.3526 -2.4683 -1.1324 0.173 -1.103 0.054
H 1.4091 0.3437 2.4904 -0.214 0.355 -1.563
H -0.5845 1.5742 -2.6904 0.816 -0.211 1.281
H 3.2598 0.7964 0.9106 -1.496 -1.312 -0.591
H 0.6899 0.3211 -3.0194 -1.374 0.177 1.120
H -3.1566 -1.2054 -0.2197 -0.573 -0.129 -0.036
H -1.4006 -1.9402 1.1347 -1.945 -3.885 1.259
H -2.7607 -0.9630 -1.9862 0.582 -0.692 1.772
H 2.4866 -0.5977 -0.1687 0.450 -1.055 -0.112
```
Positions in Å, forces in eV/Å.

Computed properties:
relative energy (zero: lowest compared OMol25 entry of this formula, charge and spin)	5.366	eV
E_HOMO	-13.08	eV
charge	+1
E_LUMO	-3.30	eV
DFT total energy	-11071.0169	eV
largest force on an atom	5.2	eV/Å

No. 8
DFT (ωB97M-V/def2-TZVPD) results for a cluster of 2 separate species, C9H16N2O in total in a non-equilibrium geometry.

```
28
Properties=species:S:1:pos:R:3:forces:R:3
O 5.4837 1.2856 -0.8167 -1.413 -5.684 1.672
N -3.9898 -0.1933 -0.7422 -4.301 -1.405 1.035
N -2.0277 -0.2848 0.2850 -2.714 0.873 -4.583
C 1.8718 -0.2767 0.1827 0.294 0.832 -1.159
C -2.8159 -1.2978 0.7521 -1.017 -0.200 1.589
C 5.3905 0.1258 -0.6292 1.437 5.991 -2.361
C -2.8317 0.3496 -0.8131 3.486 -0.810 3.061
C -4.0913 -1.1863 0.2651 2.037 0.659 -0.515
C -0.6543 0.0464 0.6122 0.156 0.324 1.822
C 0.4172 -0.8142 -0.1125 -0.062 0.188 1.645
C -2.2978 1.2666 -1.8383 1.942 -3.340 -0.219
C 2.9451 -1.0424 -0.5684 -0.401 0.365 -1.103
H -2.4079 0.6581 -2.7813 0.310 0.874 0.583
H -0.6491 -0.0378 1.7700 0.518 0.171 -1.915
H 0.1826 -0.7585 -1.1347 -0.015 0.265 -1.669
H -0.5646 1.1197 0.3572 0.278 -0.545 0.315
H 3.1165 -2.0410 -0.2127 -0.206 -0.805 -0.157
H 2.1306 -0.4036 1.2197 -0.342 0.525 0.632
H 0.2109 -1.8792 0.1296 0.715 0.543 0.232
H 6.0055 -0.7327 -0.8998 -0.109 -0.710 0.534
H 2.0140 0.8159 -0.1932 -0.756 -1.606 1.085
H -5.0225 -1.6002 0.6095 0.026 -0.223 -0.365
H 2.7911 -0.9412 -1.6738 0.612 -0.396 0.899
H -2.4913 -1.9851 1.5424 -0.058 0.528 -0.379
H 4.0398 -0.6872 -0.2977 -0.428 0.702 -0.038
H -1.2006 1.3523 -1.6116 -1.186 0.591 -0.569
H -2.8546 2.1288 -1.9231 -0.817 2.168 -0.134
H -4.9186 0.0492 -1.1889 2.011 0.128 0.064
```
Positions in Å, forces in eV/Å.

Computed properties:
relative energy (zero: lowest compared OMol25 entry of this formula, charge and spin)	0.000	eV
E_HOMO	-15.72	eV
charge	+2
E_LUMO	-9.84	eV
DFT total energy	-14600.4473	eV
largest force on an atom	6.6	eV/Å

- What is the formula in the first record?
  C9H16Ag3BBr8F4O3